97
Properties=species:S:1:pos:R:3:forces:R:3 method="wB97M-V/def2-TZVPD" total_charge=+1 multiplicity=4 de_lowest_kcal_mol=8.0
Cr -0.0411 -0.3870 0.9878 0.43 -0.72 -0.44
O 2.3049 -2.6508 1.1776 0.12 0.08 0.08
S 3.0772 -1.4605 0.9406 -0.19 -0.05 -0.06
O 4.0851 -1.0928 1.8978 -0.02 -0.07 0.05
N 1.9949 -0.2601 0.7236 0.02 0.23 0.34
C 2.5046 1.0469 0.6205 -0.20 -0.12 -0.01
C 3.8189 1.4307 0.4904 0.19 0.12 -0.07
C 4.1739 2.7901 0.3553 -0.05 -0.04 0.02
C 3.2372 3.7802 0.3752 -0.06 -0.05 0.02
C 1.8762 3.4288 0.5347 0.11 0.12 -0.02
C 0.8436 4.3868 0.5942 0.01 0.01 -0.02
C -0.4496 3.9807 0.7466 -0.02 -0.11 0.00
C -0.7235 2.6086 0.8360 0.02 0.07 0.02
N 0.2146 1.6808 0.7864 0.09 -0.06 0.01
C 1.5219 2.0721 0.6442 -0.10 -0.07 0.01
C 3.8683 -1.6253 -0.6323 0.02 -0.06 -0.07
C 5.2505 -1.6044 -0.7148 0.01 -0.04 -0.03
C 5.8551 -1.7671 -1.9552 0.01 0.00 0.04
C 5.0786 -1.9453 -3.0886 -0.03 0.00 0.00
C 3.6910 -1.9728 -2.9914 0.02 -0.01 -0.03
C 3.0784 -1.8184 -1.7602 0.05 0.06 0.02
H 4.6136 0.7030 0.5070 -0.04 0.02 -0.01
H 5.2216 3.0376 0.2499 0.01 0.00 -0.01
H 3.5122 4.8222 0.2864 0.00 0.02 0.00
H 1.0924 5.4378 0.5161 0.02 0.01 0.00
H -1.2690 4.6829 0.7959 0.00 0.02 0.01
H -1.7381 2.2572 0.9547 0.01 0.00 -0.02
H 5.8388 -1.4738 0.1832 0.01 0.02 0.01
H 6.9340 -1.7572 -2.0328 0.00 0.00 0.01
H 5.5538 -2.0701 -4.0522 0.00 0.00 -0.01
H 3.0898 -2.1189 -3.8792 -0.01 -0.01 -0.01
H 2.0006 -1.8381 -1.6637 0.00 -0.03 0.01
S -2.4183 -0.1205 0.7083 -0.11 -0.28 -0.14
Sb -2.4474 -0.2153 -1.6366 -0.12 0.58 0.34
C -0.9732 1.1191 -2.3344 0.11 0.02 -0.09
C -1.3678 2.4289 -2.5948 0.00 0.01 -0.01
C -0.4272 3.3728 -2.9866 -0.01 -0.02 0.00
C 0.9052 3.0141 -3.1236 0.01 0.01 0.00
C 1.2995 1.7057 -2.8804 0.01 -0.01 0.02
C 0.3661 0.7583 -2.4864 -0.05 0.05 0.01
C -4.2604 0.7745 -2.0309 -0.04 0.04 -0.05
C -4.9710 0.4764 -3.1897 0.02 0.04 -0.05
C -6.1444 1.1600 -3.4784 0.02 -0.01 0.00
C -6.6047 2.1421 -2.6153 -0.02 0.01 0.00
C -5.8980 2.4417 -1.4587 -0.01 0.01 0.00
C -4.7294 1.7576 -1.1629 0.01 -0.05 0.06
C -2.5119 -1.8120 -2.9710 0.08 -0.33 0.09
C -3.5076 -2.7792 -2.8798 0.01 0.04 -0.02
C -3.5577 -3.7880 -3.8274 0.00 0.00 0.01
C -2.6144 -3.8346 -4.8462 -0.01 -0.03 -0.01
C -1.6217 -2.8712 -4.9279 0.02 0.05 0.02
C -1.5636 -1.8516 -3.9852 -0.08 -0.04 -0.07
H -2.4065 2.7234 -2.5020 -0.01 -0.01 0.02
H -0.7413 4.3879 -3.1901 0.00 0.02 0.00
H 1.6354 3.7523 -3.4282 0.01 0.00 0.00
H 2.3374 1.4171 -2.9903 0.01 0.00 0.00
H 0.6919 -0.2523 -2.2957 -0.01 -0.04 0.04
H -4.6172 -0.2839 -3.8745 0.01 -0.03 -0.01
H -6.6973 0.9228 -4.3772 0.00 0.00 -0.01
H -7.5193 2.6736 -2.8412 -0.01 0.00 0.00
H -6.2624 3.2035 -0.7827 0.00 0.00 0.01
H -4.1959 1.9757 -0.2449 0.01 -0.01 -0.01
H -4.2324 -2.7596 -2.0756 0.02 0.01 0.01
H -4.3296 -4.5431 -3.7667 0.00 -0.01 0.00
H -2.6553 -4.6281 -5.5804 -0.01 0.00 -0.01
H -0.8922 -2.9062 -5.7260 0.00 0.00 0.00
H -0.7938 -1.0947 -4.0600 0.01 0.00 0.01
C 0.3892 -4.2938 -0.2981 0.05 0.04 -0.04
S -0.6325 -2.8948 -0.0077 -0.05 0.28 0.11
O -0.1276 -1.7324 -0.8263 -0.24 0.04 -0.08
O -1.9761 -3.2884 -0.3150 0.08 -0.02 0.07
O -0.4198 -2.4103 1.3904 0.01 0.16 -0.13
H -0.0557 -4.8150 -1.1415 0.05 -0.04 -0.03
H 0.3489 -4.9040 0.6010 -0.04 -0.04 0.00
H 1.4111 -3.9837 -0.4819 0.01 0.02 0.03
C -0.0210 2.5433 4.4349 0.04 0.03 -0.01
C -0.7772 1.2272 4.5950 0.00 0.09 0.05
Sb 0.2120 -0.3932 3.6336 -0.29 0.18 0.08
C 2.1315 -0.3061 4.5302 0.12 -0.01 -0.14
C 2.0596 -0.3196 6.0515 0.07 -0.03 0.02
C -0.7077 -2.1037 4.5047 -0.03 -0.08 -0.01
C -1.4188 -1.8305 5.8254 -0.03 -0.03 0.03
H -0.5743 3.3694 4.8835 -0.01 -0.01 0.01
H 0.1535 2.7972 3.3875 -0.01 -0.01 0.00
H 0.9535 2.5033 4.9247 0.00 -0.01 0.00
H -1.7837 1.2777 4.1759 0.01 0.04 0.00
H -0.8773 0.9665 5.6484 -0.04 -0.01 0.02
H 2.6224 0.5907 4.1485 -0.01 0.00 0.00
H 2.6923 -1.1517 4.1314 0.02 0.01 0.04
H 1.4778 0.5133 6.4486 -0.02 0.02 -0.01
H 3.0644 -0.2428 6.4691 0.00 0.00 0.01
H 1.6235 -1.2455 6.4275 -0.01 -0.01 -0.01
H 0.0878 -2.8441 4.6080 -0.02 0.00 0.02
H -1.3991 -2.4866 3.7549 0.04 0.01 -0.01
H -0.7492 -1.4531 6.5987 0.03 0.00 -0.02
H -1.8652 -2.7518 6.2019 0.01 0.00 0.01
H -2.2263 -1.1081 5.7047 -0.01 0.01 -0.01



97
Properties=species:S:1:pos:R:3:forces:R:3 method="wB97M-V/def2-TZVPD" total_charge=0 multiplicity=2 de_lowest_kcal_mol=0.0
Fe -0.6456 1.4205 1.2840 0.09 -0.16 0.59
N 1.4124 1.6040 1.5551 -0.61 -0.37 0.40
C 2.4567 0.6395 1.7712 -0.23 0.07 0.13
C 2.6776 0.2077 3.0774 -0.03 -0.13 0.07
C 3.6055 -0.7754 3.3683 0.03 -0.02 -0.05
C 4.3168 -1.3511 2.3262 -0.01 0.02 0.04
C 4.1531 -0.8621 1.0429 0.11 0.12 -0.04
C 3.2899 0.1951 0.7280 0.08 -0.06 0.11
C 3.3272 0.8606 -0.6059 0.11 -0.02 -0.01
C 4.3882 0.5919 -1.4903 -0.08 -0.02 -0.04
C 4.4197 1.1759 -2.7458 -0.08 0.07 -0.01
C 3.4015 2.0531 -3.1173 0.15 -0.02 0.13
C 2.4169 2.3759 -2.1922 -0.11 0.20 0.07
C 2.3451 1.8232 -0.9045 -0.27 -0.24 -0.08
H 1.4706 2.2604 2.3263 -0.01 0.22 -0.13
H 1.5601 1.9536 0.4975 0.91 0.42 -0.83
H 2.1140 0.6670 3.8787 0.04 -0.01 -0.06
H 3.7557 -1.0943 4.3926 0.02 0.00 0.00
H 5.0141 -2.1586 2.5121 0.00 -0.01 -0.01
H 4.7407 -1.3046 0.2507 0.02 0.00 -0.01
H 5.2110 -0.0573 -1.2147 -0.03 -0.02 0.03
H 5.2357 0.9590 -3.4251 0.00 0.00 0.00
H 3.4151 2.5112 -4.1016 -0.03 -0.01 0.00
H 1.6755 3.1245 -2.4789 0.03 -0.08 -0.04
N -0.8173 3.1504 2.3593 -0.05 -0.05 0.09
C -2.2102 3.6296 2.2800 0.02 -0.03 0.01
C -3.1264 2.4233 2.3483 0.01 0.00 0.00
N -2.6913 1.4546 1.3257 0.02 0.05 -0.02
H -0.5378 2.9102 3.3177 -0.01 0.02 -0.04
H -0.1879 3.8735 2.0315 -0.01 -0.01 -0.02
H -2.3331 4.1322 1.3192 0.01 0.01 0.01
H -2.4423 4.3420 3.0742 0.00 0.00 0.01
H -4.1685 2.7175 2.2099 0.00 0.01 -0.01
H -3.0398 1.9444 3.3230 -0.01 -0.01 0.00
H -3.0845 1.6905 0.4226 0.00 -0.02 0.00
H -2.9748 0.5044 1.5806 0.00 -0.02 0.02
C -2.6868 -3.5048 -4.2259 0.01 -0.04 -0.02
O -1.5352 -3.3181 -3.4010 -0.01 0.03 0.02
C -1.6948 -3.7044 -2.0836 0.02 0.04 0.01
C -1.6400 -5.0384 -1.7239 -0.05 -0.01 0.00
C -1.7911 -5.4014 -0.3933 0.00 0.00 -0.02
C -2.0049 -4.4201 0.5629 -0.01 0.01 0.01
C -2.0536 -3.0813 0.2072 -0.03 -0.03 0.03
C -1.8777 -2.7130 -1.1179 0.04 -0.04 0.00
N -1.9259 -1.3827 -1.5710 0.05 -0.05 -0.07
C -1.5030 -0.2494 -0.9044 0.15 -0.05 0.24
N -2.0817 0.8627 -1.4133 -0.09 0.04 0.00
C -1.4959 2.1427 -1.3728 -0.12 0.03 -0.19
C -0.7194 2.5462 -0.3059 0.03 0.27 -0.04
C -0.1286 3.8123 -0.4293 0.11 -0.04 0.13
C -0.3731 4.6427 -1.4998 -0.06 0.01 -0.10
C -1.2166 4.2337 -2.5357 0.11 0.06 0.01
C -1.7554 2.9709 -2.4798 -0.04 -0.08 0.05
O -2.5846 2.4414 -3.4403 0.04 -0.08 -0.01
C -2.2846 2.7815 -4.7874 -0.06 0.06 0.01
N -0.6537 -0.1802 0.0936 -0.01 -0.12 -0.30
C 0.3112 -1.2354 0.1449 -0.15 0.21 0.27
C 0.6433 -1.7944 1.3697 -0.09 0.05 -0.24
C 1.5057 -2.8682 1.4565 0.09 -0.02 -0.03
C 2.0734 -3.3698 0.2926 -0.01 0.03 0.06
C 1.8240 -2.7640 -0.9276 -0.03 0.09 -0.06
C 0.9570 -1.6766 -1.0118 0.16 -0.04 -0.09
O 0.6741 -1.0316 -2.1743 -0.06 0.02 0.03
C 1.6704 -1.0275 -3.1922 -0.08 -0.06 -0.01
H -2.3682 -3.9617 -5.1618 0.01 0.02 -0.01
H -3.1550 -2.5409 -4.4414 -0.01 0.00 0.02
H -3.4150 -4.1530 -3.7376 0.01 -0.02 -0.01
H -1.4706 -5.7781 -2.4963 0.00 -0.01 0.00
H -1.7411 -6.4435 -0.1072 0.00 0.00 -0.01
H -2.1323 -4.6918 1.6028 0.00 0.00 0.00
H -2.2228 -2.3245 0.9594 -0.01 0.02 0.03
H -1.7199 -1.3348 -2.5628 -0.08 0.02 -0.01
H -2.7447 0.7116 -2.1584 0.00 -0.03 0.00
H 0.5913 4.1493 0.3088 0.02 -0.01 0.00
H 0.1044 5.6126 -1.5520 0.00 0.01 0.00
H -1.4138 4.8838 -3.3763 0.01 0.01 0.00
H -2.5110 3.8281 -4.9984 -0.01 0.00 0.00
H -2.9181 2.1545 -5.4101 0.01 0.00 0.00
H -1.2330 2.5850 -5.0064 0.01 0.01 0.00
H 0.2161 -1.3111 2.2309 0.04 -0.26 0.19
H 1.7644 -3.2848 2.4207 -0.02 -0.02 -0.01
H 2.7505 -4.2134 0.3356 0.00 0.00 0.01
H 2.3083 -3.1309 -1.8217 0.00 0.00 -0.02
H 1.3846 -0.2359 -3.8815 0.03 -0.02 0.02
H 1.6846 -1.9832 -3.7222 0.03 -0.02 0.00
H 2.6480 -0.7966 -2.7710 0.00 -0.02 -0.01
O 0.2885 1.8134 4.5890 -0.02 0.00 0.03
C -0.2665 0.7458 4.3556 0.03 0.05 -0.06
C -0.3172 -0.4140 5.3312 -0.11 0.04 0.07
C -1.3979 -1.3121 4.7460 0.06 -0.04 -0.07
C -1.7242 -0.6473 3.4187 -0.07 0.26 0.02
O -2.6181 -1.0190 2.6703 0.00 -0.14 -0.03
N -0.9338 0.4531 3.1968 -0.01 -0.08 -0.15
H -0.5220 -0.0419 6.3333 0.00 -0.03 0.01
H 0.6684 -0.8822 5.3422 0.02 0.01 -0.01
H -2.3010 -1.3657 5.3530 -0.01 0.01 -0.01
H -1.0788 -2.3359 4.5477 0.02 0.01 0.01



99
Properties=species:S:1:pos:R:3:forces:R:3 method="wB97M-V/def2-TZVPD" total_charge=-1 de_lowest_kcal_mol=0.0
Ta 0.3107 -0.5417 0.0560 -1.58 0.36 1.24
C -2.8367 -3.8137 -3.5708 0.05 -0.03 0.03
C -1.9244 -4.6882 -2.9934 0.02 0.04 0.03
C -1.0507 -4.2656 -2.0005 -0.09 -0.17 -0.17
C -1.0703 -2.9433 -1.5517 0.38 0.14 0.29
C -2.0068 -2.0809 -2.1186 -0.18 0.06 -0.02
C -2.8706 -2.5040 -3.1155 0.00 -0.01 0.04
N -0.1651 -2.4996 -0.5426 0.31 -0.11 -0.26
N 0.7543 -3.4977 -0.2525 -0.25 0.06 -0.01
C 1.6785 -3.0985 0.5454 0.21 0.07 0.16
C 2.7635 -3.9933 0.8824 -0.23 0.05 0.09
C 3.7163 -3.5997 1.7378 0.18 0.19 0.18
C 3.6528 -2.2731 2.3066 0.21 -0.32 0.01
C 2.6671 -1.4379 1.9433 -0.53 -0.09 -0.48
N 1.6590 -1.7931 1.0446 0.43 -0.07 -0.14
H -3.5102 -4.1461 -4.3515 0.02 0.00 0.02
H -1.8819 -5.7204 -3.3220 0.00 0.01 0.00
H -0.3374 -4.9494 -1.5686 -0.03 0.01 -0.03
H -2.1134 -1.0733 -1.7513 -0.05 0.02 0.03
H -3.5868 -1.7989 -3.5236 0.03 -0.02 0.02
H 2.7570 -4.9649 0.4076 -0.02 0.01 0.03
H 4.5347 -4.2634 1.9916 -0.01 0.04 0.02
H 4.3922 -1.9304 3.0183 0.01 -0.04 -0.01
H 2.5951 -0.4409 2.3453 -0.04 0.03 -0.03
C -1.6235 3.5075 2.1611 -0.17 0.02 0.02
N -2.2146 2.6891 1.1184 -0.01 0.07 -0.10
C -2.5506 3.4782 -0.0494 0.16 -0.01 0.08
C -3.3832 1.9696 1.5970 -0.03 -0.14 -0.06
C -3.7633 0.6820 0.8775 -0.23 0.15 0.06
C -5.0799 0.5735 0.4323 0.04 0.03 -0.11
C -5.6062 -0.6242 -0.0373 0.09 0.03 0.00
C -4.8005 -1.7523 -0.0316 0.08 0.08 0.01
C -3.4863 -1.6510 0.4006 0.05 -0.11 -0.08
C -2.9232 -0.4486 0.8280 0.21 0.06 0.26
H -2.2994 4.3182 2.4915 0.00 0.01 0.00
H -0.6936 3.9534 1.8071 -0.06 0.03 0.00
H -1.3757 2.8878 3.0244 0.02 0.05 -0.06
H -3.3319 4.2257 0.1809 -0.02 0.02 -0.01
H -2.9026 2.8328 -0.8508 -0.04 -0.05 0.00
H -1.6679 4.0084 -0.4114 0.01 -0.05 -0.01
H -4.2629 2.6342 1.5644 -0.07 0.02 0.10
H -3.2267 1.7253 2.6512 0.10 -0.02 -0.03
H -5.7136 1.4545 0.4726 0.01 -0.02 0.01
H -6.6304 -0.6723 -0.3870 0.00 -0.01 0.02
H -5.1817 -2.7083 -0.3713 0.01 0.02 0.01
H -2.8617 -2.5361 0.4134 -0.02 0.01 -0.02
C 8.0396 2.6630 0.8406 -0.04 -0.06 -0.01
C 6.7439 2.1471 0.2675 0.03 -0.02 0.03
C 6.0207 2.9033 -0.6473 0.03 0.04 0.00
C 4.8102 2.4508 -1.1516 0.11 0.05 0.04
C 4.3193 1.2222 -0.7411 0.10 0.16 0.29
C 5.0307 0.4366 0.1612 -0.01 0.03 -0.11
C 6.2365 0.9058 0.6563 0.00 0.01 0.00
S 2.7573 0.6982 -1.3614 -0.17 -0.39 0.20
O 2.5569 1.4801 -2.5546 -0.16 0.12 -0.13
O 2.7660 -0.7475 -1.4479 0.25 0.21 -0.22
N 1.6523 0.9920 -0.2168 1.28 0.42 -0.64
C 1.6296 2.2203 0.5743 -0.02 -0.47 -0.47
C 1.1775 1.8065 1.9594 -0.06 -0.22 0.25
O 1.2559 2.5945 2.8874 0.01 -0.16 0.08
O 0.7248 0.5904 2.0170 0.11 0.08 -0.52
H 8.4346 3.4885 0.2481 -0.02 -0.02 0.00
H 8.7954 1.8766 0.8790 -0.02 0.01 0.00
H 7.8933 3.0253 1.8609 -0.01 -0.01 -0.01
H 6.4076 3.8631 -0.9708 0.00 -0.01 0.01
H 4.2494 3.0356 -1.8690 0.01 -0.03 0.03
H 4.6513 -0.5362 0.4520 -0.03 0.09 -0.01
H 6.7944 0.2962 1.3600 -0.01 0.02 -0.04
H 0.9141 2.9423 0.1749 -0.05 0.06 -0.05
H 2.6077 2.6932 0.6339 0.09 0.04 0.01
I -2.4008 2.7693 -7.8665 -0.02 0.03 -0.06
C -1.7720 2.0812 -5.9982 0.05 -0.04 0.10
C -0.4524 1.6789 -5.8320 -0.06 0.01 0.05
C -0.0398 1.2027 -4.5955 0.06 -0.05 -0.08
C -0.9391 1.1587 -3.5402 -0.09 -0.05 -0.02
C -2.2540 1.5742 -3.7127 -0.05 0.14 -0.04
C -2.6831 2.0328 -4.9515 0.11 -0.05 0.05
C -0.5402 0.6151 -2.2218 0.14 -0.38 0.47
O -0.9987 1.0815 -1.1511 -0.02 -0.12 0.14
O 0.2269 -0.4018 -2.1411 -0.12 0.48 0.07
H 0.2447 1.7288 -6.6576 -0.02 0.00 0.01
H 0.9808 0.8782 -4.4337 -0.03 0.00 0.00
H -2.9400 1.5346 -2.8731 0.04 -0.03 -0.05
H -3.7087 2.3454 -5.0964 0.03 -0.01 0.00
C 0.1329 -2.3879 3.7032 0.36 -0.09 -0.08
Ge -1.3779 -1.3320 3.0972 -0.36 0.17 -0.19
C -1.6171 0.0170 4.4890 -0.03 0.29 0.08
C -2.8532 -2.6077 3.3146 -0.20 -0.12 -0.06
C -1.5140 -0.3628 1.3475 -0.06 -0.31 -0.33
H -0.2160 -2.8469 4.6338 0.08 0.00 -0.04
H 1.0005 -1.7640 3.9208 -0.04 -0.09 -0.01
H 0.4221 -3.1788 3.0073 -0.03 0.07 0.08
H -1.5117 -0.4451 5.4751 -0.02 0.06 -0.04
H -2.6071 0.4807 4.4238 0.10 -0.05 0.05
H -0.8528 0.7923 4.3728 -0.08 -0.07 0.05
H -2.9034 -2.8797 4.3741 0.01 0.00 -0.08
H -2.6734 -3.5178 2.7340 -0.03 0.07 0.06
H -3.8151 -2.1929 3.0100 0.02 -0.03 0.05
H -1.3537 0.6687 1.6584 -0.10 -0.15 -0.08